The following is a DFT calculation (ωB97M-V/def2-TZVPD) of the ion C3H4NS with charge +1 at a distorted geometry.

Values from the calculation:
HOMO	-14.72	eV
net charge	+1
F_max	4.7	eV Å⁻¹
ΔE to the lowest compared entry with this formula, charge and spin	113.9	kcal/mol
electronic energy	-569.16605	hartree

Structure (XYZ):
```
9
Properties=species:S:1:pos:R:3:forces:R:3:lowdin_charge:R:1
C -0.30942 -1.39685 -0.01667 4.629 0.480 0.047 0.144
C 1.93380 -1.04853 -0.05980 -2.470 -2.484 0.050 -0.262
C 0.07579 0.97546 -0.08141 0.503 1.057 0.783 -0.347
N -0.71744 -0.23013 -0.00153 -2.286 2.257 -0.068 -0.073
S 1.90518 0.53008 -0.03261 -1.117 1.854 -0.329 0.980
H -0.68320 -2.38232 0.11259 -0.936 -0.393 -0.036 0.110
H -0.30789 1.72106 -0.77006 0.442 -0.606 -1.668 0.116
H -0.20644 1.62479 0.73956 0.518 -0.424 1.379 0.107
H -1.69038 0.20644 0.10993 0.717 -1.741 -0.158 0.225
```
Positions in Å, forces in eV/Å.